<i>
The following is a quantum chemistry calculation of a cluster of 2 separate species, C5H11N4 in total, from OMol25.

Cartesian coordinates (Å):
C (-0.815, -1.922, -1.974)
C (-0.170, -0.845, -2.464)
C (0.491, -1.385, -0.313)
C (1.329, 0.789, -1.303)
C (-1.229, 1.518, 2.728)
N (-0.399, -2.243, -0.732)
N (0.658, -0.459, -1.352)
N (0.881, 0.975, 1.650)
N (-0.284, 0.880, 1.836)
H (-1.545, -2.359, -2.629)
H (-0.272, -0.342, -3.434)
H (2.278, 0.809, -0.720)
H (1.518, 0.924, -2.395)
H (0.717, 1.451, -0.803)
H (-1.559, 0.724, 3.533)
H (-0.801, 2.341, 3.354)
H (-2.030, 1.749, 2.180)
H (-0.963, -2.964, -0.262)
H (1.304, 1.638, 2.406)
H (0.891, -1.279, 0.696)

Computed properties:
charge	+1

Here are the Löwdin charges for atoms 1 to 5, given in e: C -0.08; C 0.03; C -0.01; C -0.04; C -0.08

=====

<ii>
The following is a quantum chemistry calculation of a structure of composition C5H11N4, from OMol25.

Cartesian coordinates (Å):
C (1.495, -1.567, -0.175)
C (0.456, 1.081, -0.304)
C (2.242, -0.420, 0.451)
C (-2.096, -0.569, 0.833)
C (-1.765, -0.478, -0.655)
N (0.347, -1.498, -0.688)
N (1.636, 0.887, 0.192)
N (-0.356, -0.465, -0.945)
N (-0.112, 2.222, -0.566)
H (1.974, -2.534, -0.148)
H (2.289, -0.586, 1.537)
H (3.269, -0.399, 0.075)
H (-1.642, 0.257, 1.383)
H (-3.173, -0.519, 0.973)
H (-1.738, -1.509, 1.249)
H (-2.154, -1.358, -1.178)
H (-2.215, 0.408, -1.109)
H (2.211, 1.687, 0.459)
H (0.353, 3.108, -0.385)
H (-1.022, 2.254, -1.000)

Computed properties:
charge	+1

Here are the Löwdin charges for atoms 1 to 5, given in e: C -0.08; C -0.16; C -0.10; C -0.07; C -0.23

=====

Least stable = <i>

=====

<i>
The following is a quantum chemistry calculation of the molecule C5H11NS, from OMol25.

Cartesian coordinates (Å):
C (0.287, -0.329, 1.655)
C (1.460, -0.960, -0.375)
C (1.016, 0.182, -1.315)
C (-0.399, -0.074, -0.753)
C (-1.261, 1.111, -0.377)
H (-0.680, -0.152, 2.079)
H (0.802, -1.050, 2.313)
H (0.855, 0.632, 1.669)
H (1.602, -1.905, -0.878)
H (2.330, -0.721, 0.269)
H (1.150, 0.022, -2.365)
H (1.409, 1.150, -1.012)
H (-1.021, -0.711, -1.410)
H (-0.793, 1.731, 0.383)
H (-1.377, 1.719, -1.266)
H (-2.601, -0.390, 0.914)
N (0.172, -0.931, 0.346)
S (-2.950, 0.676, 0.122)

Computed properties:
structure (SMILES)	CN1CC[C@@H]1CS

Here are the Löwdin charges for atoms 1 to 5, given in e: C -0.13; C -0.17; C -0.10; C -0.38; C -0.55

=====

<ii>
The following is a quantum chemistry calculation of a cluster of 2 separate species, C5H11NS in total, from OMol25.

Cartesian coordinates (Å):
C (1.914, 2.102, -0.201)
S (0.602, 2.603, -1.318)
C (0.326, 1.078, -2.223)
H (2.869, 1.985, -0.714)
H (1.680, 1.149, 0.274)
H (2.029, 2.871, 0.557)
H (-0.502, 1.265, -2.903)
H (1.193, 0.762, -2.803)
H (0.055, 0.260, -1.555)
C (-1.584, -1.440, 0.520)
C (-2.437, -2.223, 1.161)
C (0.349, -1.148, 1.690)
N (-0.179, -1.528, 0.609)
H (-1.926, -0.722, -0.219)
H (-2.094, -3.014, 1.812)
H (-3.497, -2.087, 0.997)
H (1.431, -1.156, 1.785)
H (-0.230, -0.756, 2.532)

Computed properties:
structure (SMILES)	C=CN=C.CSC

Here are the Löwdin charges for atoms 1 to 5, given in e: C -0.44; S 0.72; C -0.44; H 0.03; H 0.01

=====

Least stable = <ii>

=====

<i>
The following is a quantum chemistry calculation of the molecule C2H3FNOP, from OMol25.

Cartesian coordinates (Å):
C (-0.415, -0.404, 0.027)
C (-1.310, 0.818, -0.094)
N (0.965, -0.144, 0.177)
O (-1.005, 1.966, -0.193)
F (3.345, 0.057, 0.425)
P (2.227, -0.824, -0.377)
H (-0.676, -1.060, -0.818)
H (-2.377, 0.503, -0.089)
H (-0.754, -0.913, 0.940)

Computed properties:
structure (SMILES)	O=CC/N=P/F

Here are the Löwdin charges for atoms 1 to 5, given in e: C -0.32; C -0.28; N -0.30; O 0.07; F -0.38

=====

<ii>
The following is a quantum chemistry calculation of a structure of composition C2H3FNOP, from OMol25.

Cartesian coordinates (Å):
C (-0.736, 0.396, 0.558)
C (0.648, 0.717, 0.043)
N (-1.016, -0.841, 0.668)
O (1.226, -0.573, -0.098)
F (-0.752, -1.728, -2.188)
P (0.259, -1.824, 0.152)
H (-1.419, 1.150, 0.919)
H (0.644, 1.265, -0.933)
H (1.146, 1.439, 0.879)

Here are the Löwdin charges for atoms 1 to 5, given in e: C -0.19; C -0.21; N -0.16; O -0.39; F -0.62

=====

Least stable = <ii>

=====

<i>
The following is a quantum chemistry calculation of a cluster of 2 separate species, C3H7BrN3 in total, from OMol25.

Cartesian coordinates (Å):
C (0.837, -0.500, -0.511)
C (-1.721, 2.486, 0.886)
C (-1.725, 1.169, 0.924)
N (1.466, 0.438, -0.239)
N (0.687, -1.770, -0.564)
N (1.863, -2.646, -0.534)
Br (-1.991, 0.143, -0.619)
H (-1.945, 3.093, 0.037)
H (-1.694, 3.221, 1.753)
H (-1.482, 0.503, 1.735)
H (1.289, 1.439, -0.376)
H (-0.139, -2.293, -0.843)
H (2.694, -2.074, -0.272)
H (1.861, -3.209, -1.377)

Computed properties:
charge	+1

Here are the Löwdin charges for atoms 1 to 5, given in e: C -0.27; C -0.08; C -0.63; N 0.31; N 0.00

=====

<ii>
The following is a quantum chemistry calculation of the ion C3H7BrN3 with charge +1, from OMol25.

Cartesian coordinates (Å):
C (0.317, -0.716, -0.568)
C (-0.317, -2.973, 0.161)
C (0.130, 1.742, -0.353)
N (0.001, -1.873, -0.219)
N (-0.093, 0.394, 0.114)
N (-1.162, 0.030, 0.940)
Br (-2.869, 0.247, -0.102)
H (0.945, -0.818, -1.379)
H (-1.170, -3.625, -0.316)
H (0.198, -3.451, 0.890)
H (-0.362, 2.005, -1.345)
H (-0.152, 2.630, 0.292)
H (1.168, 1.953, -0.538)
H (-1.276, 0.686, 1.606)

Computed properties:
charge	+1
structure (SMILES)	C=N/C=[N+](/C)NBr

Here are the Löwdin charges for atoms 1 to 5, given in e: C -0.06; C 0.14; C -0.06; N 0.10; N -0.22

=====

<iii>
The following is a quantum chemistry calculation of the ion C3H7BrN3 with charge +1, from OMol25.

Cartesian coordinates (Å):
C (-0.096, 0.264, 0.808)
C (-0.456, 1.745, 0.529)
C (0.891, 0.088, -0.382)
N (-0.091, 2.029, -0.777)
N (0.656, 1.227, -1.314)
N (0.739, -1.175, -1.204)
Br (2.830, 0.084, 0.174)
H (0.304, 0.226, 1.808)
H (-0.857, -0.402, 0.554)
H (-1.479, 1.813, 0.776)
H (0.224, 2.353, 1.181)
H (-0.153, -1.652, -1.039)
H (1.601, -1.837, -1.031)
H (0.621, -0.907, -2.122)

Computed properties:
charge	+1
structure (SMILES)	[NH3+][C@]1(Br)CCN=N1

Here are the Löwdin charges for atoms 1 to 5, given in e: C -0.11; C -0.18; C -0.75; N 0.05; N 0.05

=====

Least stable = <i>

=====

<i>
The following is a quantum chemistry calculation of a cluster of 4 separate species, C2H11O3S in total, from OMol25.

Cartesian coordinates (Å):
C (0.499, 0.413, -1.731)
C (-0.249, 0.978, -0.507)
S (0.878, 1.853, 0.654)
H (0.771, 1.222, -2.404)
H (1.397, -0.116, -1.408)
H (-0.144, -0.347, -2.196)
H (-1.021, 1.658, -0.886)
H (-0.782, 0.166, -0.010)
H (1.641, -1.004, 2.291)
H (1.290, -0.080, 1.176)
O (1.284, -1.076, 1.399)
H (1.073, -3.138, -0.396)
H (-0.226, -2.880, -1.100)
O (0.158, -3.448, -0.425)
H (-1.523, 1.777, 1.477)
H (-2.700, 2.452, 2.104)
O (-2.346, 1.568, 1.963)

Computed properties:
charge	-1

Here are the Löwdin charges for atoms 1 to 5, given in e: C -0.22; C -0.77; S 0.27; H 0.05; H 0.04

=====

<ii>
The following is a quantum chemistry calculation of a structure of composition C2H11O3S, from OMol25.

Cartesian coordinates (Å):
C (0.041, 2.672, 2.037)
C (0.422, 1.601, 0.980)
S (0.513, -0.053, 1.746)
H (0.231, 3.659, 1.591)
H (0.584, 2.472, 2.946)
H (-1.040, 2.690, 2.156)
H (1.395, 1.858, 0.572)
H (-0.369, 1.621, 0.236)
H (-0.016, -2.628, 0.234)
H (0.372, -1.124, 0.264)
O (0.174, -1.947, -0.417)
H (1.111, -2.071, -1.770)
H (2.342, -1.514, -2.601)
O (1.653, -2.179, -2.602)
H (-1.885, -2.152, -1.608)
H (-2.733, -0.977, -1.950)
O (-2.792, -1.928, -1.814)

Computed properties:
charge	-1

Here are the Löwdin charges for atoms 1 to 5, given in e: C -0.24; C -0.74; S 0.34; H 0.05; H 0.03

=====

Least stable = <i>

=====

<i>
The following is a quantum chemistry calculation of a cluster of 11 separate species, CH23O11 in total, from OMol25.

Cartesian coordinates (Å):
C (-0.296, -0.149, 1.135)
O (-0.790, 0.208, -0.098)
H (-0.873, -0.934, 1.466)
H (-0.378, 0.636, 1.859)
H (0.694, -0.411, 1.177)
O (3.988, -0.069, 1.171)
H (3.263, 0.526, 1.409)
H (3.520, -0.762, 0.713)
O (2.645, -2.376, 0.169)
H (2.316, -2.700, 0.971)
H (1.875, -2.294, -0.396)
O (-0.452, -4.081, 0.250)
H (-0.273, -3.161, 0.069)
H (0.175, -4.558, -0.225)
O (0.090, 3.624, 0.717)
H (0.645, 2.943, 1.063)
H (-0.672, 3.117, 0.468)
O (0.262, -1.887, -1.286)
H (0.822, -1.508, -1.969)
H (-0.084, -1.101, -0.880)
O (-2.510, 2.218, 0.487)
H (-1.964, 1.452, 0.400)
H (-3.357, 1.807, 0.570)
O (-2.823, 1.296, -2.226)
H (-1.949, 0.868, -2.495)
H (-2.860, 1.531, -1.271)
O (-3.032, -1.118, -0.711)
H (-2.190, -0.792, -0.420)
H (-3.102, -1.978, -0.313)
O (1.981, 1.767, 1.137)
H (2.167, 1.667, 0.192)
H (1.321, 1.098, 1.318)
O (0.983, 1.613, -1.549)
H (0.459, 2.399, -1.901)
H (0.400, 1.109, -1.000)

Computed properties:
charge	-1

Here are the Löwdin charges for atoms 1 to 5, given in e: C -0.25; O -0.39; H 0.07; H 0.08; H 0.04

=====

<ii>
The following is a quantum chemistry calculation of a cluster of 11 separate species, CH23O11 in total, from OMol25.

Cartesian coordinates (Å):
C (13.202, -9.190, -8.427)
O (12.987, -10.463, -8.907)
H (13.708, -9.193, -7.441)
H (13.881, -8.579, -9.044)
H (12.254, -8.669, -8.201)
O (16.148, -8.447, -10.573)
H (15.566, -8.593, -11.322)
H (16.188, -7.467, -10.477)
O (9.504, -7.831, -10.622)
H (10.232, -8.231, -10.133)
H (8.745, -8.377, -10.395)
O (14.806, -8.306, -4.443)
H (14.412, -8.115, -3.586)
H (14.379, -7.693, -5.051)
O (11.178, -11.197, -10.848)
H (11.836, -10.944, -10.152)
H (11.690, -11.708, -11.483)
O (11.782, -12.726, -7.861)
H (12.227, -11.935, -8.257)
H (11.387, -13.178, -8.612)
O (15.041, -12.353, -8.260)
H (14.981, -12.388, -7.301)
H (14.344, -11.709, -8.527)
O (14.517, -11.318, -11.231)
H (14.493, -10.480, -11.696)
H (14.034, -11.143, -10.393)
O (15.574, -5.882, -10.031)
H (14.962, -5.824, -9.288)
H (16.087, -5.066, -9.998)
O (9.854, -9.788, -8.017)
H (10.200, -9.279, -7.279)
H (10.631, -9.976, -8.570)
O (16.806, -9.467, -7.803)
H (16.525, -8.880, -8.518)
H (16.136, -10.164, -7.785)

Computed properties:
charge	-1

Here are the Löwdin charges for atoms 1 to 5, given in e: C -0.28; O -0.42; H 0.06; H 0.05; H 0.04

=====

Least stable = <ii>